No. 1
Formula: C5H10N2O
Source: the Open Molecules 2025 dataset
Level of theory: ωB97M-V with the def2-TZVPD basis set

For the total energy, the calculation gives -381.198259 a.u. For the HOMO-LUMO gap, the calculation gives 9.05 eV. The spin multiplicity is 1. The value obtained for the energy above the lowest of the compared OMol25 structures with the same formula, charge and spin is 54.7 kcal/mol. As for the SMILES: Cc1c[nH]cn1.CO.

Each line ends with the Löwdin charge.
Cartesian coordinates (Å):
C (-1.391576, -2.985919, -1.006024)  -0.086
C (-1.112647, -1.530752, -0.941403)  -0.373
C (-0.058102, -0.893522, -1.689936)  -0.068
N (-0.000242, 0.434484, -1.305757)  0.027
C (-1.038211, 0.614383, -0.391690)  -0.166
N (-1.667407, -0.566772, -0.179498)  0.068
H (-1.184582, -3.700261, -1.975484)  0.134
H (-2.504536, -3.099346, -1.020205)  0.068
H (-1.226738, -3.544141, -0.084119)  0.059
H (0.779446, -1.253985, -2.317279)  0.112
H (0.646574, 1.207736, -1.491706)  0.149
H (-1.314186, 1.523461, -0.006739)  0.079
C (1.372982, 2.406374, 1.862947)  -0.208
O (2.457805, 2.566452, 2.715145)  -0.117
H (0.401897, 1.891045, 2.322535)  0.116
H (1.728100, 1.726837, 1.052599)  0.060
H (1.318917, 3.422503, 1.373575)  0.096
H (2.792507, 1.781425, 3.083038)  0.052

Forces on atoms 1 to 6 (eV/Å):
-2.9 -2.4 -1.4
4.1 2.1 -2.6
0.5 -0.5 0.6
-1.9 0.3 1.5
0.8 -4.7 -1.7
-0.4 1.7 0.5

=====

No. 2
Formula: C5H10N2O
Source: the Open Molecules 2025 dataset
Level of theory: ωB97M-V with the def2-TZVPD basis set

For the total energy, the calculation gives -381.087104 a.u. For the HOMO-LUMO gap, the calculation gives 9.08 eV. The spin multiplicity is 1. The value obtained for the energy above the lowest of the compared OMol25 structures with the same formula, charge and spin is 124.5 kcal/mol. As for the SMILES: C/C=[NH+]\[O-].[H]/N=C/C=C.

Each line ends with the Löwdin charge.
Cartesian coordinates (Å):
C (1.563884, 1.059139, 0.783135)  -0.079
C (1.326806, 0.425695, -0.486811)  -0.208
N (1.342690, -0.859610, -0.686052)  -0.165
O (1.568357, -1.761217, 0.217219)  -0.145
H (0.765772, 1.466164, 1.300658)  0.037
H (2.238631, 1.953439, 0.607103)  0.111
H (1.966374, 0.321088, 1.485490)  0.090
H (1.390859, 1.148088, -1.291107)  0.126
H (1.372459, -1.229377, -1.736334)  0.215
H (-1.566736, 2.334024, -0.418129)  0.069
N (-1.443605, 1.504910, 0.175188)  0.077
C (-1.335110, 0.340742, -0.225975)  -0.347
C (-1.283704, -0.774492, 0.772000)  -0.159
C (-1.431036, -2.032793, 0.330235)  0.028
H (-1.261696, -0.007806, -1.347936)  0.141
H (-1.540528, -0.425930, 1.780937)  0.115
H (-1.452322, -2.785980, 1.123090)  0.074
H (-1.754909, -2.324600, -0.567430)  0.020

Forces on atoms 1 to 6 (eV/Å):
2.8 0.1 0.9
0.3 -0.1 -1.1
1.6 -1.0 -1.5
-0.6 0.8 -1.0
-2.2 0.7 0.6
-0.4 -1.2 0.3

=====

No. 3
Formula: C5H10N2O
Source: the Open Molecules 2025 dataset
Level of theory: ωB97M-V with the def2-TZVPD basis set

For the total energy, the calculation gives -380.634093 a.u. For the HOMO-LUMO gap, the calculation gives 8.09 eV. The spin multiplicity is 1. The value obtained for the energy above the lowest of the compared OMol25 structures with the same formula, charge and spin is 408.7 kcal/mol.

Each line ends with the Löwdin charge.
Cartesian coordinates (Å):
C (-0.486210, 2.091177, 0.076589)  -0.117
C (-0.643801, 0.648307, -0.564430)  -0.437
C (-1.310085, -0.415913, 0.265788)  -0.411
C (-0.079425, -1.287422, 0.195950)  -0.190
C (2.923965, -0.541191, 0.007865)  -0.102
H (-0.661145, 3.657437, -0.604433)  0.188
H (-1.788406, 2.004948, 1.063921)  0.175
H (0.670611, 1.883183, 0.736117)  0.105
H (-1.141641, 0.444212, -1.683747)  0.186
H (-1.605013, -0.175748, 1.416607)  0.162
H (-2.386936, -2.063111, -0.671676)  0.315
H (-0.105422, -2.313569, -0.428273)  0.125
H (0.426512, -1.652546, 1.142700)  0.114
H (3.812143, 0.245757, 0.526268)  0.120
H (2.694739, -2.077346, -0.614068)  0.212
N (0.592621, -0.204966, -0.613918)  -0.145
N (1.923856, 0.407928, -0.109355)  -0.081
O (-2.836370, -0.651130, -0.141908)  -0.218

Forces on atoms 1 to 6 (eV/Å):
-1.0 0.4 2.8
-0.5 0.5 -2.9
-4.6 1.4 3.8
1.4 -2.8 -1.7
-3.0 4.1 -0.7
0.7 -4.6 1.5

=====

No. 4
Formula: C5H10N2O
Source: the Open Molecules 2025 dataset
Level of theory: ωB97M-V with the def2-TZVPD basis set

For the total energy, the calculation gives -381.178099 a.u. For the HOMO-LUMO gap, the calculation gives 8.53 eV. The spin multiplicity is 1. The value obtained for the energy above the lowest of the compared OMol25 structures with the same formula, charge and spin is 67.4 kcal/mol. As for the SMILES: C[C@@]12C[C@]1(N)[C@H](N)O2.

Each line ends with the Löwdin charge.
Cartesian coordinates (Å):
C (1.158517, -1.422593, -1.070514)  -0.017
C (0.798315, -0.103515, -0.464286)  -0.506
C (-0.115437, 0.861647, -1.161445)  0.012
C (-0.660174, 0.146038, 0.056140)  -0.388
N (-1.773897, -0.775856, -0.017185)  0.090
C (-0.129568, 0.498532, 1.392494)  -0.181
N (-0.292043, 1.797767, 1.850284)  0.106
O (1.436487, 0.276068, 0.704885)  -0.059
H (0.606195, -1.626034, -1.992976)  0.080
H (2.225609, -1.415984, -1.312462)  0.082
H (0.988142, -2.239420, -0.364216)  0.081
H (0.114942, 1.919508, -1.093362)  0.098
H (-0.541713, 0.569073, -2.114248)  0.112
H (-1.666814, -1.626203, 0.528802)  0.072
H (-2.018276, -1.127778, -0.938668)  0.075
H (-0.221481, -0.270749, 2.159644)  0.154
H (0.230292, 2.026002, 2.689118)  0.097
H (-0.139094, 2.513496, 1.147994)  0.092

Forces on atoms 1 to 6 (eV/Å):
0.6 0.1 -0.2
-2.3 -1.6 -0.2
0.5 0.8 1.2
0.2 -2.1 -1.9
-0.4 0.0 0.0
2.5 1.4 -0.8

=====

No. 5
Formula: C5H10N2O
Source: the Open Molecules 2025 dataset
Level of theory: ωB97M-V with the def2-TZVPD basis set

For the total energy, the calculation gives -381.126143 a.u. For the HOMO-LUMO gap, the calculation gives 9.94 eV. The spin multiplicity is 1. The value obtained for the energy above the lowest of the compared OMol25 structures with the same formula, charge and spin is 100.0 kcal/mol.

Each line ends with the Löwdin charge.
Cartesian coordinates (Å):
C (-1.089224, 1.575281, 0.100167)  -0.101
C (-1.456290, -0.777080, -1.253120)  0.121
O (-0.783045, 0.185643, 0.042083)  -0.300
H (-0.831074, 1.954845, 1.092031)  0.091
H (-2.165560, 1.717147, -0.037767)  0.084
H (-0.543342, 2.124149, -0.674856)  0.084
H (-0.927211, -0.486212, -2.154177)  0.080
H (-1.518134, -1.838675, -1.065855)  0.062
H (-2.447354, -0.337126, -1.158106)  0.067
C (1.363691, -0.339905, 1.576773)  -0.024
C (0.974687, -0.510481, 0.119769)  -0.525
N (0.773306, -1.688283, -0.449464)  0.064
C (1.653751, 0.445078, -0.753843)  -0.179
N (2.117926, 1.236304, -1.445855)  0.172
H (0.503337, -2.378459, 0.250998)  0.052
H (0.853582, -1.089581, 2.182152)  0.086
H (2.442226, -0.443372, 1.697118)  0.092
H (1.078726, 0.650728, 1.931952)  0.074

Forces on atoms 1 to 6 (eV/Å):
-0.6 -0.2 -0.7
-0.3 2.9 1.9
-1.5 -1.6 -1.5
0.1 -0.2 -0.1
0.1 0.1 0.0
0.0 0.0 0.1

=====

No. 6
Formula: C5H10N2O
Source: the Open Molecules 2025 dataset
Level of theory: ωB97M-V with the def2-TZVPD basis set

For the total energy, the calculation gives -381.159261 a.u. For the HOMO-LUMO gap, the calculation gives 8.59 eV. The spin multiplicity is 1. The value obtained for the energy above the lowest of the compared OMol25 structures with the same formula, charge and spin is 79.2 kcal/mol. As for the SMILES: C=CN(N)C(=C)CO.

Each line ends with the Löwdin charge.
Cartesian coordinates (Å):
C (1.906113, -0.163902, 2.054803)  0.006
C (0.726617, 0.217263, 1.556753)  -0.126
N (0.042344, -0.288946, 0.365830)  -0.172
N (0.250198, -1.635075, 0.012593)  0.064
C (-0.789971, 0.502695, -0.414902)  -0.281
C (-1.318344, 1.700972, -0.113031)  0.033
C (-0.961230, 0.012319, -1.924840)  -0.199
O (0.314627, -0.186203, -2.510682)  -0.081
H (2.491139, -0.956343, 1.599514)  0.049
H (2.333083, 0.336218, 2.919339)  0.052
H (0.213191, 1.045495, 2.039519)  0.095
H (0.682631, -2.139309, 0.788616)  0.088
H (-0.664752, -2.087579, -0.064527)  0.099
H (-1.269804, 2.124105, 0.882212)  0.040
H (-1.767500, 2.324555, -0.879447)  0.054
H (-1.518417, -0.926890, -1.984337)  0.099
H (-1.502689, 0.750026, -2.522595)  0.112
H (0.832764, -0.629401, -1.804816)  0.068

Forces on atoms 1 to 6 (eV/Å):
-0.4 -0.4 -0.5
-0.7 0.1 -1.2
0.8 1.4 2.7
-0.1 -1.1 -0.5
-0.5 0.3 -2.3
0.3 -0.3 0.5

=====

No. 7
Formula: C5H10N2O
Source: the Open Molecules 2025 dataset
Level of theory: ωB97M-V with the def2-TZVPD basis set

For the total energy, the calculation gives -380.880697 a.u. The expectation value of S² is 0.760. As for the net charge: +1. For the HOMO-LUMO gap (alpha / beta), the calculation gives 9.50 / 5.04 eV. The spin multiplicity is 2. The value obtained for the energy above the lowest of the compared OMol25 structures with the same formula, charge and spin is 62.1 kcal/mol.

Each line ends with the Löwdin spin population.
Cartesian coordinates (Å):
C (-2.102100, -0.090219, 1.005449)  0.007
O (-3.079001, 0.784736, 0.621158)  0.006
H (-2.773531, 1.594265, 0.184390)  0.000
H (-2.276127, -0.200983, 2.018518)  0.000
H (-2.055424, -0.989020, 0.269503)  0.000
H (-1.117510, 0.453638, 0.767806)  0.005
C (0.045345, -0.572005, -1.921073)  0.050
C (0.913310, -0.103405, -0.836640)  0.230
C (2.045664, 1.169889, 0.525257)  0.215
C (1.311490, -0.886694, 0.165256)  0.380
N (1.338625, 1.224345, -0.631645)  0.000
N (2.059812, -0.090297, 1.081221)  0.054
H (2.581983, 1.839397, 1.036611)  0.011
H (-0.437423, 0.430122, -2.171718)  0.008
H (-0.592737, -1.281839, -1.371876)  0.010
H (2.507136, -0.388654, 1.854945)  -0.001
H (1.182583, -1.990921, 0.291860)  0.008
H (0.447912, -0.902349, -2.889026)  0.019

Forces on atoms 1 to 6 (eV/Å):
2.6 0.6 -4.0
-2.0 1.5 -1.1
0.0 -0.6 0.2
0.4 -1.4 2.0
-0.4 0.8 1.8
-0.6 -0.9 1.0

=====

No. 8
Formula: C5H10N2O
Source: the Open Molecules 2025 dataset
Level of theory: ωB97M-V with the def2-TZVPD basis set

For the total energy, the calculation gives -380.907234 a.u. The expectation value of S² is 0.782. As for the net charge: +1. For the HOMO-LUMO gap (alpha / beta), the calculation gives 9.19 / 4.74 eV. The spin multiplicity is 2. The value obtained for the energy above the lowest of the compared OMol25 structures with the same formula, charge and spin is 45.5 kcal/mol.

Each line ends with the Löwdin spin population.
Cartesian coordinates (Å):
O (-2.465230, -1.676597, 1.682896)  0.001
C (-1.816650, -1.460786, 0.706587)  0.000
C (-0.311064, -1.603240, 0.607666)  0.001
C (0.290410, -0.286611, 1.227986)  0.031
C (1.321759, 0.433114, 0.374627)  0.034
N (-0.425954, 2.096951, -2.384456)  0.524
C (0.168867, 1.838368, -1.248201)  0.027
N (0.817662, 0.723027, -0.960181)  0.356
H (-2.322880, -1.080409, -0.203929)  0.000
H (0.044131, -2.476143, 1.158304)  0.000
H (-0.114084, -1.590790, -0.462106)  0.001
H (0.777632, -0.557263, 2.157802)  0.002
H (-0.513645, 0.395538, 1.466182)  0.000
H (1.591471, 1.400506, 0.806745)  0.004
H (2.290438, -0.078674, 0.272695)  0.006
H (-0.438421, 1.298525, -3.028790)  0.012
H (0.159191, 2.569248, -0.451763)  -0.004
H (0.946368, 0.055237, -1.722062)  0.004

Forces on atoms 1 to 6 (eV/Å):
0.0 -0.2 0.4
-0.3 -0.1 -0.1
-0.2 1.2 0.2
-0.1 -1.0 -0.1
1.2 0.4 0.1
-0.3 0.0 -0.4

=====

No. 9
Formula: C5H10N2O2
Source: the Open Molecules 2025 dataset
Level of theory: ωB97M-V with the def2-TZVPD basis set

For the total energy, the calculation gives -456.396573 a.u. For the HOMO-LUMO gap, the calculation gives 9.42 eV. The spin multiplicity is 1. The value obtained for the energy above the lowest of the compared OMol25 structures with the same formula, charge and spin is 98.9 kcal/mol. As for the SMILES: CC(C)=NNC(=O)CO.

Each line ends with the Löwdin charge.
Cartesian coordinates (Å):
C (1.521919, 0.936804, 0.539648)  -0.027
C (0.879148, -0.411139, 0.343230)  -0.388
C (1.122658, -1.426125, 1.425727)  -0.043
N (0.544344, -0.928709, -0.829697)  0.088
N (0.090210, -0.015003, -1.793802)  0.030
C (-1.223309, -0.428133, -1.585237)  -0.410
O (-1.843448, -1.416629, -1.944942)  0.094
C (-2.082045, 0.750280, -0.765030)  -0.153
O (-2.041991, 0.537359, 0.630607)  -0.061
H (1.611089, 1.540567, -0.364846)  0.073
H (2.555766, 0.797422, 0.870608)  0.093
H (0.990684, 1.486297, 1.319513)  0.092
H (0.760776, -1.036992, 2.380617)  0.086
H (2.196716, -1.598037, 1.536502)  0.084
H (0.674150, -2.390549, 1.180962)  0.088
H (0.279590, 0.960706, -1.600327)  0.092
H (-1.803120, 1.781198, -0.987475)  0.101
H (-3.098479, 0.637672, -1.156288)  0.111
H (-1.134656, 0.223010, 0.800231)  0.050

Forces on atoms 1 to 6 (eV/Å):
-0.5 0.3 0.1
1.8 -2.0 -2.4
0.2 0.1 0.0
0.8 1.2 3.4
1.2 -1.6 -1.1
-5.3 1.9 -0.3

=====

No. 10
Formula: C5H10N2O2
Source: the Open Molecules 2025 dataset
Level of theory: ωB97M-V with the def2-TZVPD basis set

For the total energy, the calculation gives -456.440276 a.u. For the HOMO-LUMO gap, the calculation gives 9.41 eV. The spin multiplicity is 1. The value obtained for the energy above the lowest of the compared OMol25 structures with the same formula, charge and spin is 71.5 kcal/mol. As for the SMILES: N/C=C\CN1CC1(O)O.

Each line ends with the Löwdin charge.
Cartesian coordinates (Å):
N (1.028690, 0.548566, 1.514489)  0.020
C (1.496037, 1.409645, 0.498034)  -0.195
C (1.101249, 1.323971, -0.768845)  -0.102
C (0.282378, 0.248563, -1.425825)  -0.212
N (-0.027339, -0.920686, -0.621252)  -0.037
C (-1.300958, -1.557725, -0.967555)  -0.037
C (-1.209560, -0.884787, 0.330586)  -0.622
O (-1.030569, -1.701189, 1.432721)  0.057
O (-1.705072, 0.343822, 0.613074)  0.036
H (1.040154, -0.406634, 1.148359)  0.081
H (1.613349, 0.571355, 2.339461)  0.093
H (2.012912, 2.290132, 0.856412)  0.104
H (1.300647, 2.169812, -1.411171)  0.097
H (0.820219, -0.110954, -2.312955)  0.123
H (-0.638559, 0.738531, -1.791502)  0.119
H (-1.926374, -1.089516, -1.720014)  0.120
H (-1.279854, -2.638266, -0.984426)  0.114
H (-0.667692, -1.172790, 2.156511)  0.093
H (-0.909656, 0.838150, 1.113901)  0.149

Forces on atoms 1 to 6 (eV/Å):
0.6 -0.8 0.1
-0.7 0.6 -0.2
0.1 -0.1 0.1
-0.3 0.4 -0.1
-0.3 -0.4 0.4
-0.4 0.0 0.2

=====

Q: Which formula does entry 8 have?
A: C5H10N2O

=====

Q: energy above the lowest of the compared OMol25 structures with the same formula, charge and spin of number 3 (C5H10N2O)?
A: 408.7 kcal/mol

=====

Q: Number 1 is which compound?
A: C5H10N2O